1.
Computed, not measured: one molecule with the formula C3H3NOS, with the ωB97M-V functional and the def2-TZVPD basis.

```
! RIJCOSX wB97M-V def2-TZVPD def2/J DEFGRID3
* xyz 0 1
C -0.28681 -1.09032 1.33989
S -0.53476 -0.85602 -0.43312
C 0.20473 0.73751 -0.56627
O 0.64683 1.36093 0.34676
C 0.33399 1.40697 -2.29124
N 0.38946 1.68149 -3.39446
H -1.07186 -0.43738 1.72465
H 0.69423 -0.68257 1.56138
H -0.37581 -2.12062 1.71240
*
```

The calculation puts the largest force on an atom at 5.33 eV/Å. The lowest unoccupied orbital energy comes out at 0.09 eV. For the energy above the lowest of the compared OMol25 structures with the same formula, charge and spin, the calculation gives 1.5383 eV. The value obtained for the gap between HOMO and LUMO is 10.74 eV.

***

2.
Computed, not measured: one molecule with the formula C3H3NOS, with the ωB97M-V functional and the def2-TZVPD basis.

```
! RIJCOSX wB97M-V def2-TZVPD def2/J DEFGRID3
* xyz 0 1
N -1.50212 -2.12808 -0.86546
C -1.01557 -1.17188 -0.52346
C -0.43083 0.06257 0.00268
S 0.25792 0.98186 -1.56126
C 0.79915 -0.18951 0.83865
O 1.03023 0.40303 1.84857
H -1.04836 0.69643 0.69075
H 0.22502 2.03903 -0.65957
H 1.68457 -0.69345 0.22910
*
```

The calculation puts the largest force on an atom at 3.49 eV/Å. The lowest unoccupied orbital energy comes out at -0.40 eV. For the energy above the lowest of the compared OMol25 structures with the same formula, charge and spin, the calculation gives 1.3151 eV. The value obtained for the gap between HOMO and LUMO is 10.10 eV.

***

3.
Computed, not measured: a 2-piece molecular cluster, C3H3NOS overall, with the ωB97M-V functional and the def2-TZVPD basis.

```
! RIJCOSX wB97M-V def2-TZVPD def2/J DEFGRID3
* xyz 0 1
C 0.18820 0.37841 2.37789
C -0.63346 0.62261 1.45362
C -1.46266 0.66316 0.41244
N 0.31175 -0.17230 -1.18010
O -2.17240 0.71379 -0.49176
S -0.81105 0.04228 -2.30803
H 1.02596 0.43861 3.02650
H 0.74156 0.72796 -1.01762
H -1.64710 -1.07920 -1.96109
*
```

The calculation puts the largest force on an atom at 3.98 eV/Å. The lowest unoccupied orbital energy (spin up / spin down) comes out at -0.91 / -0.90 eV. For the energy above the lowest of the compared OMol25 structures with the same formula, charge and spin, the calculation gives 6.3665 eV. The value obtained for the gap between HOMO and LUMO (spin up / spin down) is 5.96 / 5.96 eV.

***

4.
Computed, not measured: one molecule with the formula C3H3NOS, with the ωB97M-V functional and the def2-TZVPD basis.

```
! RIJCOSX wB97M-V def2-TZVPD def2/J DEFGRID3
* xyz 0 1
C -0.37305 -1.44442 -0.34194
C -1.12996 -0.73121 0.40964
C 1.26506 0.63101 -0.37699
N 0.45806 1.16987 0.45151
O -0.81692 0.54140 0.94684
S 2.50702 0.74625 -1.34633
H 0.06664 -2.29456 -0.76085
H -2.26508 -0.76417 0.69724
H 0.28823 2.14583 0.32087
*
```

The calculation puts the largest force on an atom at 2.24 eV/Å. The lowest unoccupied orbital energy (spin up / spin down) comes out at -0.33 / -0.55 eV. For the energy above the lowest of the compared OMol25 structures with the same formula, charge and spin, the calculation gives 6.2426 eV. The value obtained for the gap between HOMO and LUMO (spin up / spin down) is 7.41 / 7.82 eV.

***

5.
Computed, not measured: one molecule with the formula C3H3NOS, with the ωB97M-V functional and the def2-TZVPD basis.

```
! RIJCOSX wB97M-V def2-TZVPD def2/J DEFGRID3
* xyz 0 1
O -3.57179 -1.39032 -0.10527
C -2.83897 -0.48384 0.11309
S -2.60177 1.24509 -0.02983
C -1.36057 -0.16943 0.34032
C -0.04833 -0.29431 -0.36834
N -0.19666 -0.17296 1.16011
H 0.26128 -1.19340 -1.04288
H 0.35407 0.69750 -0.70528
H 0.12626 0.77354 1.32528
*
```

The calculation puts the largest force on an atom at 2.55 eV/Å. The lowest unoccupied orbital energy comes out at 0.25 eV. For the energy above the lowest of the compared OMol25 structures with the same formula, charge and spin, the calculation gives 2.8399 eV. The value obtained for the gap between HOMO and LUMO is 9.76 eV.

***

6.
Computed, not measured: one molecule with the formula C3H3NOS, with the ωB97M-V functional and the def2-TZVPD basis.

```
! RIJCOSX wB97M-V def2-TZVPD def2/J DEFGRID3
* xyz 0 3
C 0.41872 -2.03217 -1.69630
C 0.64033 -0.54154 -0.70204
C -0.49768 1.24154 1.13843
N -0.07875 -2.94843 -2.14682
O 1.65946 0.03325 -0.51770
S -0.81387 -0.21571 0.06998
H -1.28319 1.97971 0.97020
H 0.44846 1.62083 0.75502
H -0.49348 0.86251 2.12923
*
```

The calculation puts the largest force on an atom at 8.45 eV/Å. The lowest unoccupied orbital energy (spin up / spin down) comes out at 0.05 / -4.30 eV. For the energy above the lowest of the compared OMol25 structures with the same formula, charge and spin, the calculation gives 3.3090 eV. The value obtained for the gap between HOMO and LUMO (spin up / spin down) is 6.34 / 6.45 eV.

***

7.
Computed, not measured: one molecule with the formula C3H3NOS2, with the ωB97M-V functional and the def2-TZVPD basis.

```
! RIJCOSX wB97M-V def2-TZVPD def2/J DEFGRID3
* xyz 0 1
C 0.19770 -0.22751 1.02948
C 0.77861 0.86973 0.27122
C -0.29787 -1.30827 0.56414
N -1.20739 0.25795 -1.17739
O 1.42458 0.48056 -0.90484
S -0.94333 -2.65653 0.41184
S -0.02414 1.25078 -1.24356
H 0.47873 -0.08375 2.09878
H 1.21910 1.53052 1.00192
H -1.62601 -0.11349 -2.05157
*
```

The calculation puts the largest force on an atom at 3.92 eV/Å. The lowest unoccupied orbital energy comes out at -0.14 eV. For the energy above the lowest of the compared OMol25 structures with the same formula, charge and spin, the calculation gives 4.6521 eV. The value obtained for the gap between HOMO and LUMO is 8.25 eV.

***

8.
Computed, not measured: a 2-piece molecular cluster, C3H3NS overall, with the ωB97M-V functional and the def2-TZVPD basis.

```
! RIJCOSX wB97M-V def2-TZVPD def2/J DEFGRID3
* xyz 0 1
C -0.49051 -1.07155 -0.65071
C -1.25405 -0.19248 -0.10087
S -2.19392 0.90892 0.51878
H -0.83015 -1.68490 -1.44136
H 0.33430 -1.49206 -0.14189
C 1.46061 1.15068 0.57993
N 2.24165 1.97178 0.89654
H 0.73207 0.40961 0.33959
*
```

The calculation puts the largest force on an atom at 4.09 eV/Å. The lowest unoccupied orbital energy comes out at -0.85 eV. For the energy above the lowest of the compared OMol25 structures with the same formula, charge and spin, the calculation gives 1.5268 eV. The value obtained for the gap between HOMO and LUMO is 8.57 eV.

***

- Which of these has the highest energy above the lowest of the compared OMol25 structures with the same formula, charge and spin?
  number 3

***

- What is the energy above the lowest of the compared OMol25 structures with the same formula, charge and spin in the fourth record?
  6.2426 eV